This record from the OMol25 dataset describes the ion C6H6BrClN4 with charge +2 at a distorted geometry. The level of theory is ωB97M-V with the def2-TZVPD basis set.

Computed properties:
- Strongest force on any atom: 3.4 eV/A
- Total charge: +2
- Relative energy (zero: lowest compared OMol25 entry of this formula, charge and spin): 0.0 kcal/mol
- HOMO level: -17.250 eV
- Structure (SMILES): [NH2+]=C1[NH+]=C2NC=N[C@@H]2C(Cl)=C1Br
- Frontier orbital gap: 0.2829 hartree

Structure (XYZ):
```
18
Properties=species:S:1:pos:R:3:nbo_charge:R:1
Br -0.984 -0.492 -3.500 0.250
Cl 0.754 2.168 -2.418 0.270
N -0.476 -0.992 0.643 -0.539
N 1.315 2.104 0.669 -0.294
N 0.263 0.771 2.129 -0.481
N -1.321 -2.374 -1.032 -0.638
C -0.328 -0.213 -1.749 -0.242
C 0.206 0.103 0.997 0.580
C 0.952 1.988 1.871 0.264
C 0.401 0.892 -1.397 0.025
C -0.713 -1.286 -0.676 0.552
C 0.995 0.893 -0.008 -0.228
H -1.502 -2.538 -2.025 0.474
H -0.114 0.524 3.042 0.478
H -0.916 -1.584 1.352 0.461
H -1.630 -3.090 -0.382 0.453
H 1.981 0.390 -0.145 0.343
H 1.116 2.735 2.629 0.273
```